Entry 1:
{"formula": "C48H96Br4O22S11", "method": "the ωB97M-V functional and the def2-TZVPD basis", "e_tot_ev": -495724.4739, "relative_energy_kcal_mol": 185.3, "homo_lumo_gap_ha": 0.359, "species": ["C", "C", "C", "S", "O", "O", "C", "H", "H", "H", "H", "H", "H", "H", "H", "C", "C", "C", "S", "O", "O", "C", "H", "H", "H", "H", "H", "H", "H", "H", "C", "C", "C", "S", "O", "O", "C", "H", "H", "H", "H", "H", "H", "H", "H", "C", "C", "C", "S", "O", "O", "C", "H", "H", "H", "H", "H", "H", "H", "H", "C", "C", "C", "S", "O", "O", "C", "H", "H", "H", "H", "H", "H", "H", "H", "C", "C", "C", "S", "O", "O", "C", "H", "H", "H", "H", "H", "H", "H", "H", "C", "C", "C", "S", "O", "O", "C", "H", "H", "H", "H", "H", "H", "H", "H", "C", "C", "C", "S", "O", "O", "C", "H", "H", "H", "H", "H", "H", "H", "H", "C", "C", "C", "S", "O", "O", "C", "H", "H", "H", "H", "H", "H", "H", "H", "C", "C", "C", "S", "O", "O", "C", "H", "H", "H", "H", "H", "H", "H", "H", "C", "C", "C", "S", "O", "O", "C", "H", "H", "H", "H", "H", "H", "H", "H", "Br", "C", "C", "Br", "H", "H", "H", "H", "Br", "C", "C", "Br", "H", "H", "H", "H"], "xyz": [[4.20334, 7.39120, 1.96235], [3.12134, 6.74433, 1.17531], [3.54677, 6.29890, -0.26540], [4.64466, 7.71381, -0.78481], [3.77115, 8.65726, -1.51912], [5.88885, 7.15764, -1.33034], [4.84761, 8.47034, 0.94446], [4.93530, 6.66731, 2.32054], [3.70329, 7.91578, 2.77651], [2.31167, 7.45772, 1.02161], [2.78758, 5.92070, 1.80645], [2.89214, 5.87172, -1.02505], [4.20881, 5.46941, -0.01695], [4.40418, 9.46302, 1.02229], [5.91823, 8.66187, 1.01652], [5.98721, -3.00053, 4.50336], [6.60976, -4.39279, 4.22901], [8.09274, -4.52213, 4.77294], [8.38630, -3.04036, 5.75842], [9.20740, -2.08274, 5.02253], [8.72180, -3.52075, 7.12653], [6.63233, -2.53345, 5.80102], [4.89993, -3.06192, 4.54974], [6.18394, -2.40315, 3.61311], [6.37776, -4.70476, 3.21070], [5.98245, -5.15367, 4.69338], [8.98886, -4.85018, 4.24620], [8.09967, -5.27740, 5.55882], [6.71404, -1.47148, 6.03261], [6.07093, -2.99652, 6.61249], [-4.61262, 3.03963, 5.38667], [-3.58301, 2.96117, 4.22595], [-4.07015, 3.94575, 3.06607], [-5.48886, 4.90593, 3.76321], [-6.74699, 4.27412, 3.48861], [-5.34142, 6.33391, 3.62176], [-5.08067, 4.48647, 5.47118], [-4.29195, 2.63996, 6.34872], [-5.49290, 2.46255, 5.10352], [-3.49693, 1.91851, 3.92006], [-2.58532, 3.20460, 4.59127], [-4.22078, 3.65845, 2.02546], [-3.24229, 4.65433, 3.04028], [-5.88010, 4.77554, 6.15344], [-4.20355, 5.09614, 5.68816], [-4.48667, 2.87453, -6.72730], [-4.11170, 4.01990, -7.68576], [-2.84698, 4.66871, -7.03304], [-1.82803, 3.28432, -6.40884], [-1.22329, 3.80033, -5.21326], [-0.99822, 2.74534, -7.45556], [-3.21408, 2.04739, -6.21452], [-5.09421, 2.26773, -7.39871], [-5.08058, 3.10028, -5.84163], [-4.91927, 4.72234, -7.89193], [-3.85154, 3.50286, -8.60940], [-3.21800, 5.29735, -6.22356], [-2.20012, 5.26933, -7.67251], [-3.26228, 1.70752, -5.17999], [-2.90015, 1.24398, -6.88091], [0.26381, -0.50118, 1.10286], [0.58457, 0.96108, 0.72764], [-0.08557, 1.35363, -0.70153], [-0.76875, -0.25036, -1.40927], [-0.28376, -0.58593, -2.76278], [-2.16840, -0.43099, -1.11241], [0.17798, -1.29169, -0.17453], [-0.57719, -0.43549, 1.79316], [0.99955, -0.83990, 1.83229], [1.66458, 0.95838, 0.58041], [0.36767, 1.68820, 1.51016], [0.71354, 1.67297, -1.37050], [-0.93173, 2.02921, -0.57624], [1.19138, -1.37121, -0.56799], [-0.28648, -2.27737, -0.14583], [-8.01537, -5.18963, 2.09081], [-7.82481, -4.34757, 0.83099], [-6.60669, -3.54317, 0.96589], [-6.72328, -2.95074, 2.72640], [-7.71606, -1.89276, 2.75982], [-5.38446, -2.61726, 3.19943], [-7.46209, -4.54571, 3.34592], [-7.51781, -6.15910, 2.11692], [-9.06820, -5.42389, 2.24820], [-8.68739, -3.69526, 0.69474], [-7.73789, -5.02314, -0.01999], [-6.31486, -2.75080, 0.27662], [-5.82396, -4.28841, 0.82429], [-8.25252, -4.40830, 4.08378], [-6.62893, -5.13971, 3.72157], [4.99717, 3.35995, -7.53717], [5.18635, 1.82051, -7.46874], [5.08283, 1.27021, -6.00913], [5.33108, 2.71401, -4.90237], [6.75232, 3.01530, -4.75997], [4.45793, 2.64516, -3.70353], [4.60041, 3.87787, -6.15436], [4.24947, 3.67731, -8.26402], [5.95523, 3.84119, -7.73369], [6.09122, 1.56692, -8.02100], [4.36002, 1.29709, -7.94969], [5.82264, 0.59489, -5.57933], [4.06075, 0.90755, -5.89993], [4.90607, 4.87819, -5.84769], [3.51045, 3.87206, -6.16342], [-0.23803, -8.26680, 3.95725], [-1.46238, -7.80759, 3.16927], [-1.11118, -6.70657, 2.21601], [0.77834, -6.62906, 2.19350], [1.23120, -5.58476, 3.10114], [1.21701, -6.76469, 0.79163], [0.85738, -8.25496, 2.97466], [-0.30110, -9.30362, 4.28758], [0.05600, -7.62413, 4.78708], [-2.13136, -7.50614, 3.97532], [-2.04350, -8.68905, 2.89825], [-1.53885, -5.70953, 2.32142], [-1.36466, -6.94600, 1.18329], [1.81354, -8.34545, 3.49009], [0.75297, -9.06349, 2.25113], [-5.05380, -4.53588, -6.09442], [-5.13417, -6.12427, -6.15447], [-3.69385, -6.49925, -5.75392], [-3.49046, -5.63883, -4.18346], [-2.09234, -5.21051, -4.01024], [-4.16753, -6.38107, -3.11545], [-4.42813, -4.14966, -4.76226], [-6.07510, -4.17902, -6.22742], [-4.54396, -4.03908, -6.91986], [-5.50662, -6.47327, -7.11758], [-5.79798, -6.65707, -5.47361], [-3.01557, -6.07726, -6.49550], [-3.52161, -7.57518, -5.72533], [-3.78344, -3.27077, -4.76717], [-4.97061, -3.92474, -3.84399], [-0.57032, -3.54526, 8.51437], [-0.33055, -2.82468, 7.14277], [-0.48443, -1.28241, 7.39764], [0.28719, -0.99692, 9.09662], [-0.66117, -0.26233, 9.91271], [1.64405, -0.55261, 8.93768], [0.29411, -2.85430, 9.58770], [-0.42064, -4.61582, 8.37436], [-1.63568, -3.52260, 8.74367], [-1.05990, -3.17095, 6.41048], [0.63862, -3.14298, 6.75873], [-1.46415, -0.81879, 7.51298], [0.10451, -0.64843, 6.73482], [-0.06441, -2.96722, 10.61084], [1.33314, -3.18089, 9.54483], [-3.21065, 8.64317, -1.10405], [-2.07569, 7.64750, -1.63977], [-1.02573, 8.45926, -2.35795], [-2.11544, 9.60896, -3.27939], [-2.43988, 9.02763, -4.59122], [-1.52719, 10.95535, -3.24433], [-3.63634, 9.52915, -2.23334], [-2.94997, 9.08638, -0.14296], [-4.10644, 8.12419, -0.76302], [-2.53927, 6.98524, -2.37094], [-1.77968, 7.05863, -0.77161], [-0.37422, 8.02096, -3.11395], [-0.50810, 9.15280, -1.69527], [-4.42881, 9.17884, -2.89469], [-3.93135, 10.57464, -2.14377], [1.91006, -6.80084, -6.07429], [3.22035, -6.31745, -4.66865], [3.28705, -4.80010, -4.62734], [4.75929, -4.14601, -3.44583], [4.17420, -6.83050, -4.79141], [2.80483, -6.64384, -3.71529], [2.36907, -4.35204, -4.24698], [3.37548, -4.47721, -5.66466], [9.69839, -1.90440, -1.04926], [8.57574, -0.95626, 0.30886], [7.69055, 0.18144, -0.26085], [6.56098, 0.83953, 1.18540], [9.24713, -0.57506, 1.07828], [7.97856, -1.70867, 0.82399], [6.98859, -0.15559, -1.02359], [8.12975, 1.11789, -0.60473]], "forces_ev_per_angstrom": [[1.34, 2.06, -1.65], [-1.93, -0.60, -1.41], [2.12, -0.12, 2.11], [-1.61, 0.06, -0.18], [1.63, -1.25, 0.60], [-1.47, 1.22, 0.75], [0.46, -1.43, 0.19], [0.07, 0.20, 0.01], [0.49, -0.04, 0.21], [-0.26, 0.02, 0.42], [-0.52, -0.26, -0.50], [-0.43, 0.94, 0.14], [0.59, -0.04, -0.55], [-0.56, -0.34, -0.46], [0.08, -0.45, 0.28], [0.90, -0.19, -0.70], [-0.25, -0.94, -0.28], [-0.96, -0.46, 0.75], [-0.03, -1.26, 1.53], [-0.90, -0.72, 0.90], [-0.01, 1.34, -2.20], [0.10, 0.69, -0.13], [0.07, -0.11, 0.32], [0.30, 0.51, 0.32], [0.95, 0.45, -0.47], [0.27, 0.02, 0.86], [-0.38, 0.74, -1.01], [-0.37, 0.03, 0.17], [-0.38, 0.15, -0.38], [0.67, -0.23, 0.28], [-0.92, 0.02, -0.36], [-1.07, -0.49, -0.18], [1.05, 0.64, 1.31], [0.52, -0.20, 1.70], [-0.13, -0.20, -0.74], [0.14, -0.27, -0.68], [1.14, 0.21, -0.38], [0.39, 0.12, -0.15], [0.00, -0.28, -0.03], [-0.22, 0.06, -0.33], [-0.06, 0.52, -0.19], [-0.38, -0.64, 0.40], [-0.31, 0.49, -0.27], [-0.13, -0.32, -0.26], [-0.03, 0.32, 0.16], [0.11, -1.41, 0.00], [1.86, -0.22, 0.89], [-0.96, -0.41, -0.80], [-1.24, 0.66, -0.34], [0.13, -0.57, 0.59], [0.07, 0.13, -0.14], [-0.02, 1.78, -0.74], [-0.20, -0.64, 0.62], [0.00, 0.53, -0.21], [0.08, -0.05, 0.24], [0.14, 0.36, -0.24], [0.48, -0.20, 0.34], [-0.08, -0.13, -0.11], [-0.13, 0.14, -0.13], [-0.19, 0.05, 0.08], [-0.65, 1.20, 1.36], [0.23, -0.22, -1.85], [0.23, -1.33, 1.24], [2.12, -1.51, 0.11], [-0.66, 1.07, 1.91], [-0.10, 0.65, -0.02], [-0.30, 0.37, -0.55], [-0.92, -0.61, -0.74], [0.58, -0.32, -0.55], [0.06, 0.46, -0.19], [-0.25, -0.12, -0.13], [-0.48, 0.26, -0.15], [0.23, 0.08, -0.31], [-0.04, -0.14, -0.28], [-0.05, 0.15, 0.06], [-0.45, -0.95, 0.63], [-1.58, -0.32, -0.86], [1.52, -0.27, 1.07], [0.95, 0.74, -1.02], [0.12, -0.84, 0.10], [-1.07, -0.83, 0.16], [0.64, 1.11, -0.15], [0.03, -0.09, -1.00], [-0.04, 0.13, -0.19], [-0.19, -0.16, -0.07], [-0.23, 0.14, -0.14], [-0.76, 0.32, 0.24], [0.73, 0.24, 0.77], [0.46, 0.48, 0.13], [-0.08, 0.31, 0.31], [0.95, 0.47, 1.09], [-0.19, -0.58, 0.19], [0.54, 1.18, 0.37], [-2.10, 0.83, 0.16], [-1.20, -0.50, -0.22], [1.63, -0.06, -1.81], [-0.43, -0.28, 0.50], [0.21, -0.14, -0.05], [0.00, -0.20, -0.58], [0.04, -0.22, 0.38], [0.10, 0.26, -0.42], [-0.03, -0.42, -0.73], [0.22, 0.00, 0.62], [0.28, -0.04, -0.35], [-0.07, -0.32, 0.95], [0.22, -0.50, -0.11], [-1.42, -0.23, 2.94], [0.80, 0.26, -1.57], [-1.51, -0.94, -1.63], [0.02, -0.74, -0.74], [-0.14, 0.78, 2.08], [2.05, 0.17, -0.01], [-0.44, 0.16, 0.39], [-0.44, 0.06, 0.11], [-0.29, 0.89, -0.13], [0.46, 0.06, -1.38], [0.17, -0.08, 0.78], [0.20, -0.28, -0.06], [0.25, 0.04, -0.33], [0.07, 0.38, -0.36], [-2.11, -0.79, 0.58], [1.06, 0.84, -0.19], [-0.67, -0.65, -0.88], [1.93, 0.64, -0.17], [-1.67, -0.87, 0.07], [0.42, 1.01, -1.25], [0.57, -0.23, 1.34], [-0.13, 0.27, 0.45], [0.51, -0.70, -0.04], [0.70, 0.10, -0.31], [-0.30, 0.85, 0.53], [0.28, 0.17, 0.33], [0.08, 0.10, 0.55], [0.60, -0.45, -0.51], [-1.25, -0.27, -0.45], [-0.24, 0.41, -0.64], [-0.91, 0.51, 0.91], [1.47, -0.30, 0.99], [-1.20, -1.82, -0.53], [0.60, -0.34, -0.32], [0.15, 0.13, 0.12], [-0.26, 0.64, -0.68], [0.67, 0.00, 0.28], [-0.06, 0.53, 0.26], [-0.09, 0.09, 0.04], [0.20, 0.60, 0.03], [-0.26, -0.71, -0.20], [0.04, -0.17, -0.06], [-0.11, 0.24, -0.14], [0.01, 0.18, -0.11], [-0.39, -1.21, 0.57], [-1.47, 0.07, 0.72], [-1.04, 1.42, 0.13], [0.26, 1.20, -1.92], [0.33, 0.41, 1.39], [-0.74, -1.50, 0.13], [0.96, 1.08, -1.49], [0.69, 0.74, -0.45], [0.07, -0.73, -0.30], [-0.06, -0.21, 0.09], [0.49, -0.02, -0.27], [-0.14, -0.25, 0.30], [0.35, -0.27, 0.03], [0.25, -0.84, 0.11], [0.43, 0.07, 0.94], [0.63, 0.01, 0.51], [-0.55, 0.23, 1.07], [0.05, -0.06, -0.48], [-0.70, -0.39, -0.78], [-0.18, 0.21, -0.54], [-0.11, -0.32, -0.21], [0.16, -0.22, 0.17], [0.68, 0.55, 0.29], [-0.72, 0.65, 0.62], [0.05, 0.65, -0.08], [-0.16, -0.48, -0.03], [-0.16, -0.12, 0.31], [0.18, 0.08, -0.34], [-0.13, -0.02, -0.49], [0.22, -0.16, 0.08], [0.67, -0.59, -0.05]], "mulliken_charge": [-0.5642, -0.5923, -0.7886, 1.0402, -0.6190, -0.6110, -0.7233, 0.3297, 0.2949, 0.3310, 0.3712, 0.4919, 0.3042, 0.3467, 0.3881, -0.4354, -0.6903, -0.6945, 1.0409, -0.5918, -0.6603, -0.6667, 0.3824, 0.1134, 0.4118, 0.2957, 0.4576, 0.3193, 0.4102, 0.3140, -0.6690, -0.5869, -0.5995, 1.0725, -0.6232, -0.6477, -0.7128, 0.3867, 0.3224, 0.2845, 0.3311, 0.4526, 0.2666, 0.4257, 0.2976, -0.6687, -0.5828, -0.7459, 1.0816, -0.5872, -0.6664, -0.5705, 0.3066, 0.3366, 0.3643, 0.2978, 0.3236, 0.4285, 0.3509, 0.3327, -0.5420, -0.6859, -0.6247, 1.0022, -0.6076, -0.6008, -0.8053, 0.2381, 0.4152, 0.2295, 0.3978, 0.3702, 0.3934, 0.3211, 0.4974, -0.6110, -0.5587, -0.7060, 0.9811, -0.6315, -0.6000, -0.5553, 0.2616, 0.3237, 0.3274, 0.3355, 0.4626, 0.2763, 0.3206, 0.3723, -0.5277, -0.5975, -0.6103, 0.9076, -0.6256, -0.5632, -0.7388, 0.3539, 0.2599, 0.2808, 0.2959, 0.4576, 0.3117, 0.4895, 0.3042, -0.5763, -0.6617, -0.5732, 0.9764, -0.5708, -0.6257, -0.7089, 0.3333, 0.2924, 0.2622, 0.3738, 0.4399, 0.2907, 0.4023, 0.3439, -0.6756, -0.6412, -0.6980, 1.0572, -0.6084, -0.6485, -0.5092, 0.3166, 0.3248, 0.3637, 0.3211, 0.3185, 0.4339, 0.3454, 0.3021, -0.6837, -0.5862, -0.6707, 1.0744, -0.6297, -0.6091, -0.6866, 0.3797, 0.3051, 0.3492, 0.2767, 0.3591, 0.3824, 0.3870, 0.3526, -0.6942, -0.5984, -0.6636, 1.1033, -0.6318, -0.6574, -0.6396, 0.3332, 0.3363, 0.2637, 0.3858, 0.4242, 0.3156, 0.3318, 0.3910, -0.1591, -0.5028, -0.6362, -0.1689, 0.3977, 0.3113, 0.3702, 0.3880, -0.1696, -0.5503, -0.4782, -0.1543, 0.3958, 0.2845, 0.3181, 0.3496]}

=====

Entry 2:
{"formula": "C4H14N2O", "method": "the ωB97M-V functional and the def2-TZVPD basis", "e_tot_ev": -9401.9751, "relative_energy_kcal_mol": 37.6, "homo_lumo_gap_ha": 0.362, "species": ["C", "C", "C", "N", "C", "N", "H", "H", "H", "H", "H", "H", "H", "H", "H", "H", "H", "H", "H", "H", "O"], "xyz": [[0.99966, 1.45400, -1.82404], [0.97887, -0.04706, -1.92038], [1.07587, -0.84239, -0.60179], [-0.28460, -1.12505, -0.12609], [-0.45572, -1.38097, 1.36854], [-1.73673, -0.75636, 1.67475], [1.49109, 1.71318, -0.86314], [0.07162, 2.00210, -1.88934], [1.64407, 1.88728, -2.60017], [-0.01060, -0.38948, -2.41689], [1.70338, -0.45536, -2.60119], [1.68126, -0.34755, 0.18928], [1.56311, -1.80740, -0.80683], [-0.90066, -0.37063, -0.39845], [-0.38679, -2.46840, 1.32107], [0.35512, -0.88778, 1.91694], [-2.48687, -1.15253, 1.13397], [-1.98614, -0.92626, 2.64630], [-1.66795, 2.46673, 2.06003], [-0.88508, 1.30379, 1.61844], [-0.76292, 2.13014, 2.11898]], "forces_ev_per_angstrom": [[1.59, 0.82, 0.60], [-2.21, -1.53, -0.53], [-0.42, -0.33, -0.01], [0.14, 0.22, 1.01], [0.05, 0.58, -3.32], [0.30, -0.27, 1.08], [-0.36, 0.19, -0.45], [-0.49, -0.26, 0.13], [-0.14, -0.11, 0.08], [1.38, 0.42, 0.77], [0.67, 0.23, -0.28], [-0.16, 0.12, -0.50], [0.01, 0.21, 0.07], [0.07, 0.26, 0.19], [-0.15, -0.13, 1.27], [-0.21, -0.27, 0.25], [-0.07, -0.30, -0.36], [0.06, 0.18, -0.06], [0.25, 0.26, 0.25], [0.22, -0.05, 0.31], [-0.53, -0.23, -0.49]], "nbo_charge": [-0.6253, -0.4153, -0.2134, -0.6445, -0.0604, -0.8609, 0.2098, 0.2121, 0.2135, 0.2028, 0.2118, 0.1649, 0.1815, 0.3501, 0.1747, 0.1720, 0.3663, 0.3694, 0.4608, 0.4796, -0.9495]}

=====

Entry 3:
{"formula": "C5H11NO3S2", "method": "the ωB97M-V functional and the def2-TZVPD basis", "e_tot_ev": -34661.2763, "homo_lumo_gap_ha": [0.260, 0.229], "s_squared": 2.0134, "multiplicity": 3, "species": ["C", "C", "C", "C", "C", "N", "O", "O", "O", "S", "S", "H", "H", "H", "H", "H", "H", "H", "H", "H", "H", "H"], "xyz": [[1.94639, 0.06108, -0.27182], [-1.82031, 1.18645, 1.11377], [-2.97941, 0.47574, -1.02915], [4.20106, -0.18045, 0.22628], [-1.69399, 0.94904, -0.37851], [0.82755, 0.82941, -0.27700], [1.89927, -1.13224, -0.56614], [-0.75712, -1.45491, 0.46384], [3.06709, 0.66711, 0.11274], [-1.15820, -3.11071, 0.30600], [-0.32941, -0.22839, -0.72901], [-0.85875, 1.48967, 1.51737], [-2.54773, 1.97196, 1.30688], [-2.14235, 0.27706, 1.61532], [-3.36339, -0.40775, -0.52092], [-2.80974, 0.22944, -2.07480], [-3.73239, 1.26172, -0.97729], [3.89491, -1.17922, 0.54381], [4.85998, 0.27392, 0.96382], [4.71268, -0.25973, -0.73656], [-1.31918, 1.85096, -0.86467], [0.10305, -3.57018, 0.25605]], "forces_ev_per_angstrom": [[0.01, -0.55, -0.17], [0.12, -0.02, -0.02], [0.16, -0.06, -0.01], [0.28, -0.33, -0.02], [0.03, -0.22, -0.07], [-0.34, -0.55, 0.14], [0.77, -0.62, -0.03], [0.30, 1.90, -0.29], [-0.23, 0.48, 0.05], [-0.64, -2.23, 0.20], [-0.29, 1.81, 0.25], [0.03, 0.06, 0.10], [-0.08, 0.08, -0.02], [-0.07, -0.03, 0.05], [-0.08, -0.06, 0.03], [-0.10, -0.02, -0.14], [-0.03, -0.03, 0.03], [0.11, 0.15, -0.01], [-0.05, 0.03, -0.08], [-0.05, 0.02, 0.09], [-0.03, -0.01, -0.05], [0.17, 0.22, -0.06]], "mulliken_spin": [0.0166, -0.0096, 0.0186, -0.0007, -0.0057, 0.1006, 0.0094, 0.2189, 0.0041, 1.4553, 0.2070, 0.0050, 0.0009, 0.0052, -0.0061, -0.0040, 0.0006, 0.0012, 0.0001, 0.0004, 0.0000, -0.0179]}